Here is a 2-piece molecular cluster, CH4O5 overall from OMol25. Energies are from ωB97M-V/def2-TZVPD.

Output
**HOMO-LUMO gap (spin up / spin down)**: 9.186 / 9.187 eV
**Charge**: 0
**Maximum force**: 1.97 eV/Å
**Energy above the lowest of the compared OMol25 structures with the same formula, charge and spin**: 108.0 kcal per mole

Each line ends with the natural charge from an NBO analysis.
Atoms and positions in Å:
C 1.34799 0.51842 -0.62977  0.6468
O 1.54574 -0.65431 -0.06929  -0.6165
O -2.03776 0.15152 0.33017  -0.4836
O 0.40009 2.55584 -0.76837  -0.5366
O -0.93691 -0.74994 0.48244  -0.4772
O 0.62451 1.37641 -0.05816  -0.1905
H 1.89303 0.62625 -1.54062  0.1812
H 1.26809 -0.60284 0.84653  0.5161
H -1.79713 0.99777 -0.12434  0.4817
H -1.40577 -1.43432 -0.05352  0.4786